# C3H6N4O2

C3H6N4O2 in the gas phase (wB97M-V/def2-TZVPD, the Open Molecules 2025 dataset).

- E_HOMO: -0.3623 Eh
- E_tot: -13261.1813 eV
- Spin multiplicity: 1
- HOMO-LUMO gap: 10.34 eV
- Energy relative to the best compared isomer or geometry (same formula, charge and spin): 3.088 eV
- Lowest unoccupied orbital energy: 0.48 eV
- SMILES string: [H]/N=C/NO/C(=N/[H])NC=O
- Strongest force on any atom: 0.0717 hartree/bohr

Geometry as XYZ:
```
15
C3H6N4O2 (wB97M-V/def2-TZVPD)
C -0.869 1.902 -1.054
C 0.314 -0.660 -0.089
C 1.353 -1.777 1.869
H -2.350 3.048 -1.005
H -0.240 2.491 -0.399
H -1.085 0.128 -1.818
H -0.926 -1.906 0.426
H 2.097 -0.113 0.895
H 2.373 -1.771 2.343
N -2.058 2.157 -1.411
N -0.305 0.773 -1.693
N -0.865 -1.158 -0.173
N 1.279 -0.725 0.941
O 0.857 0.116 -1.059
O 0.424 -2.504 2.228
```

Löwdin atomic charge list, values in e, 8 entries:
1. C -0.289
2. C -0.464
3. C -0.273
4. H 0.047
5. H 0.122
6. H 0.101
7. H 0.018
8. H 0.149

=====

# C16H27AuGeO9Si3

A molecular structure, C16H27AuGeO9Si3 (wB97M-V/def2-TZVPD, the Open Molecules 2025 dataset).

- E_HOMO (alpha / beta): -0.1720 / -0.1689 Eh
- E_tot: -119301.5356 eV
- Expectation value of S²: 0.79
- Spin multiplicity: 2
- HOMO-LUMO gap (alpha / beta): 4.81 / 4.85 eV
- Energy relative to the best compared isomer or geometry (same formula, charge and spin): 0.070 eV
- Total charge: -1
- Lowest unoccupied orbital energy (alpha / beta): 0.13 / 0.26 eV
- Strongest force on any atom: 0.0312 hartree/bohr

Geometry as XYZ:
```
57
C16H27AuGeO9Si3 (wB97M-V/def2-TZVPD)
Au 0.140 -2.200 1.492
O -0.183 -7.465 4.756
C -0.008 -6.445 4.140
C 0.092 -6.301 2.630
O 0.233 -7.206 1.830
C 0.057 -4.864 2.395
C 0.154 -4.143 3.577
O 0.292 -2.861 3.597
C 0.148 -5.050 4.733
O 0.249 -4.781 5.910
O -0.068 -4.274 1.240
O -0.729 2.023 1.667
C -0.378 0.778 1.621
O -1.068 -0.159 1.960
C 1.113 0.635 1.137
O 1.591 1.775 0.839
O 1.731 -0.422 1.156
C -0.649 4.507 2.388
Si 0.505 3.327 1.417
C 2.086 3.890 2.281
C 0.337 4.013 -0.319
Ge -0.179 -0.741 -0.821
Si -2.328 0.002 -1.674
C -2.951 -1.489 -2.628
C -3.481 0.406 -0.268
C -2.268 1.441 -2.871
Si 1.627 -0.379 -2.402
C 3.277 -0.123 -1.584
C 1.289 1.040 -3.580
C 1.643 -1.956 -3.421
H -0.319 5.544 2.273
H -0.650 4.273 3.458
H -1.686 4.440 2.044
H 2.021 4.962 2.477
H 2.974 3.692 1.678
H 2.226 3.382 3.240
H 0.442 5.100 -0.285
H -0.654 3.792 -0.727
H 1.092 3.622 -1.006
H -2.928 -2.393 -2.013
H -2.333 -1.676 -3.509
H -3.980 -1.333 -2.961
H -3.553 -0.439 0.420
H -4.480 0.650 -0.635
H -3.104 1.254 0.309
H -1.751 1.170 -3.792
H -1.754 2.307 -2.446
H -3.288 1.744 -3.124
H 3.252 0.763 -0.946
H 4.065 -0.002 -2.331
H 3.519 -0.970 -0.940
H 1.068 1.970 -3.049
H 0.444 0.820 -4.234
H 2.171 1.209 -4.206
H 1.712 -2.839 -2.779
H 2.492 -1.969 -4.108
H 0.727 -2.050 -4.011
```

Löwdin atomic charge list, values in e, 8 entries:
1. Au 0.937
2. O 0.119
3. C -0.262
4. C -0.304
5. O 0.082
6. C -0.317
7. C -0.325
8. O -0.113

=====

# C10H20IO20S5Ti

A molecular structure, C10H20IO20S5Ti (wB97M-V/def2-TZVPD, the Open Molecules 2025 dataset).

- E_HOMO (alpha / beta): -0.2390 / -0.2381 Eh
- E_tot: -137021.9452 eV
- Expectation value of S²: 3.75
- Spin multiplicity: 4
- HOMO-LUMO gap (alpha / beta): 5.96 / 5.27 eV
- Energy relative to the best compared isomer or geometry (same formula, charge and spin): 8.732 eV
- Lowest unoccupied orbital energy (alpha / beta): -0.54 / -1.21 eV
- Strongest force on any atom: 0.1348 hartree/bohr

Geometry as XYZ:
```
57
C10H20IO20S5Ti (wB97M-V/def2-TZVPD)
Ti 0.184 1.288 1.831
I 0.295 4.022 4.739
C -2.949 1.146 -4.868
C -1.566 1.625 -5.155
O -1.376 2.839 -4.528
S -2.428 3.088 -3.295
O -3.505 4.022 -3.568
O -1.687 3.209 -2.024
O -3.142 1.570 -3.542
H -3.007 0.077 -5.076
H -3.693 1.562 -5.547
H -1.266 1.717 -6.199
H -0.965 0.846 -4.686
C 1.843 -3.811 -4.287
C 2.953 -3.005 -3.619
O 2.642 -2.801 -2.302
S 1.014 -2.860 -2.056
O 0.374 -1.563 -1.670
O 0.693 -3.940 -1.201
O 0.753 -3.133 -3.652
H 1.489 -4.783 -3.942
H 1.870 -3.644 -5.363
H 2.976 -2.057 -4.157
H 3.974 -3.335 -3.813
C -6.810 0.250 4.787
C -7.389 0.379 3.324
O -6.352 0.745 2.475
S -5.080 1.343 3.319
O -5.232 2.753 3.644
O -3.778 0.940 2.759
O -5.455 0.388 4.612
H -7.114 -0.640 5.338
H -7.060 1.098 5.424
H -8.096 1.208 3.357
H -8.001 -0.468 3.016
C 4.615 4.627 -3.127
C 3.882 3.633 -4.187
O 3.116 2.890 -3.327
S 4.028 2.397 -2.065
O 5.035 1.393 -2.448
O 3.140 2.073 -0.926
O 4.663 3.996 -1.941
H 4.146 5.467 -2.613
H 5.545 5.027 -3.529
H 4.701 3.161 -4.730
H 3.200 4.112 -4.890
C 3.694 -3.314 6.811
C 2.771 -4.625 6.735
O 1.569 -4.317 5.979
S 1.518 -2.740 5.575
O 0.427 -2.102 6.400
O 1.414 -2.582 4.103
O 3.071 -2.313 6.035
H 4.668 -3.508 6.362
H 3.864 -3.076 7.860
H 2.578 -4.915 7.768
H 3.245 -5.356 6.080
```

Löwdin atomic charge list, values in e, 8 entries:
1. Ti 0.764
2. I -0.682
3. C -0.219
4. C -0.231
5. O -0.185
6. S 0.766
7. O -0.236
8. O -0.253